An isolated molecule of C4H11NO2 at a distorted geometry. Source: OMol25; level of theory: the ωB97M-V functional and the def2-TZVPD basis.

Properties
- E_LUMO (eV) = 0.8
- gap between HOMO and LUMO (eV) = 10.3
- strongest force on any atom (eV/Å) = 1.80
- relative energy (zero: lowest compared OMol25 entry of this formula, charge and spin) (kcal per mole) = 32.2
- structure (SMILES) = C[C@H](O)[C@@H](N)CO

Positions of all 18 atoms, in Å:
C  -1.72462  -0.66170  -1.03976
C  -0.64065  0.42201  -0.83347
O  -0.09428  0.81588  -2.09430
C  0.54639  0.03457  0.04669
N  1.09506  1.19175  0.71919
C  0.05736  -0.91529  1.16878
O  1.01920  -1.03728  2.21453
H  -2.18297  -0.57970  -2.02988
H  -2.54596  -0.49220  -0.34212
H  -1.28552  -1.64365  -0.91216
H  -1.16842  1.29153  -0.43820
H  -0.75433  0.93359  -2.78053
H  1.26794  -0.43871  -0.60029
H  0.35921  1.68139  1.19154
H  1.74351  1.79858  0.24216
H  -0.86099  -0.49620  1.59963
H  -0.02459  -1.93228  0.82334
H  1.35819  -0.14812  2.40602



A cluster of 2 separate species, C4H11NO2 in total. Source: OMol25; level of theory: the ωB97M-V functional and the def2-TZVPD basis.

Properties
- E_LUMO (eV) = 0.7
- gap between HOMO and LUMO (eV) = 10.2
- strongest force on any atom (eV/Å) = 0.86
- relative energy (zero: lowest compared OMol25 entry of this formula, charge and spin) (kcal per mole) = 31.6
- structure (SMILES) = NCCCC=O.O

Positions of all 18 atoms, in Å:
N  1.97124  -0.97090  2.54968
C  0.77056  -0.70518  1.78467
C  1.00138  -0.23159  0.32622
C  -0.25856  0.37594  -0.29987
C  0.12560  1.21331  -1.49265
O  0.14346  0.85148  -2.63684
H  2.57218  -1.64731  2.09693
H  2.53098  -0.14598  2.71829
H  0.19145  -1.63135  1.75718
H  0.16208  0.04737  2.27580
H  1.27369  -1.09655  -0.28146
H  1.83695  0.47048  0.29816
H  -1.00085  -0.39394  -0.49723
H  -0.72153  1.07726  0.39814
H  0.54431  2.19840  -1.19409
O  -4.02873  0.21413  -2.82346
H  -3.22302  -0.30282  -2.98552
H  -3.89119  0.67726  -1.99394



A cluster of 2 separate species, C4H11NO2 in total at a distorted geometry. Source: OMol25; level of theory: the ωB97M-V functional and the def2-TZVPD basis.

Properties
- E_LUMO (eV) = 0.7
- gap between HOMO and LUMO (eV) = 10.2
- strongest force on any atom (eV/Å) = 1.39
- relative energy (zero: lowest compared OMol25 entry of this formula, charge and spin) (kcal per mole) = 45.8
- structure (SMILES) = CN(C)CC=O.O

Positions of all 18 atoms, in Å:
C  0.34729  1.80181  1.01963
N  0.07401  0.65690  0.13730
C  -0.45892  -0.42101  0.95344
C  1.34518  0.22632  -0.47761
C  1.00731  -0.59502  -1.70902
O  1.57714  -0.47624  -2.75706
H  0.61223  2.66218  0.41094
H  -0.52513  1.94968  1.63992
H  1.23028  1.63548  1.65753
H  -1.48671  -0.22019  1.27172
H  0.07077  -0.57313  1.90817
H  -0.46059  -1.36162  0.43513
H  2.00221  -0.21298  0.28457
H  1.79750  1.13081  -0.88853
H  0.14588  -1.28041  -1.59201
O  -2.60281  -1.74247  -1.07210
H  -2.28507  -2.34425  -0.39442
H  -2.39057  -0.83585  -0.82760



An isolated molecule of C4H11NO2 at a distorted geometry. Source: OMol25; level of theory: the ωB97M-V functional and the def2-TZVPD basis.

Properties
- E_LUMO (eV) = 0.9
- gap between HOMO and LUMO (eV) = 10.2
- strongest force on any atom (eV/Å) = 3.43
- relative energy (zero: lowest compared OMol25 entry of this formula, charge and spin) (kcal per mole) = 69.3
- structure (SMILES) = C[C@@H](O)CN(C)O

Positions of all 18 atoms, in Å:
C  1.00238  0.50966  -1.77807
C  -0.31815  -0.12704  -1.37170
O  -0.25061  -1.52328  -1.33230
C  -0.89291  0.49643  0.03770
N  0.09927  0.18286  1.00994
C  -0.22569  -0.96020  1.83991
O  0.02192  1.42699  1.94169
H  1.76116  0.31329  -1.02222
H  1.33882  0.09343  -2.72695
H  0.88786  1.58479  -1.88795
H  -1.10093  0.10682  -2.09864
H  0.50273  -1.76548  -0.77978
H  -1.86915  0.04570  0.24141
H  -0.99000  1.56853  -0.12810
H  -1.21945  -0.89095  2.29628
H  0.51814  -1.02634  2.63295
H  -0.16195  -1.86835  1.24129
H  0.89657  1.83314  1.88454



An isolated molecule of C4H11NO2 at a distorted geometry. Source: OMol25; level of theory: the ωB97M-V functional and the def2-TZVPD basis.

Properties
- E_LUMO (eV) = 0.9
- gap between HOMO and LUMO (eV) = 9.8
- strongest force on any atom (eV/Å) = 2.24
- relative energy (zero: lowest compared OMol25 entry of this formula, charge and spin) (kcal per mole) = 39.7
- structure (SMILES) = COC[C@@H](O)CN

Positions of all 18 atoms, in Å:
C  1.34120  -2.06658  1.10773
O  -0.03939  -1.82246  1.18132
C  -0.57680  -1.01966  0.08441
C  -0.13599  0.43163  0.16248
O  1.17465  0.65902  -0.28552
C  -1.18229  1.25615  -0.72816
N  -0.81085  2.63907  -0.89923
H  1.93106  -1.15690  1.26239
H  1.62604  -2.49803  0.13348
H  1.58303  -2.78671  1.88994
H  -0.24683  -1.46791  -0.86510
H  -1.65790  -1.10515  0.20229
H  -0.17099  0.79127  1.19488
H  1.26398  0.30742  -1.18085
H  -2.15341  1.21306  -0.23337
H  -1.27785  0.81076  -1.72383
H  0.12044  2.70092  -1.29985
H  -0.78811  3.11411  -0.00301



A cluster of 2 separate species, C4H11NO2 in total at a distorted geometry. Source: OMol25; level of theory: the ωB97M-V functional and the def2-TZVPD basis.

Properties
- E_LUMO (eV) = 0.7
- gap between HOMO and LUMO (eV) = 10.2
- strongest force on any atom (eV/Å) = 4.89
- relative energy (zero: lowest compared OMol25 entry of this formula, charge and spin) (kcal per mole) = 70.5
- structure (SMILES) = C[C@H](N)CC=O.O

Positions of all 18 atoms, in Å:
C  -0.99952  0.97204  0.71777
C  -1.06013  -0.04412  -0.41347
N  0.23294  -0.78027  -0.46218
C  -1.11940  0.73704  -1.73823
C  -1.60478  0.04563  -3.03380
O  -2.41965  0.17631  -3.91821
H  -0.12563  1.47970  0.79261
H  -1.94791  1.55662  0.65933
H  -1.06304  0.53099  1.80099
H  -1.99278  -0.55724  -0.24256
H  0.21837  -1.59592  -1.23941
H  1.02148  -0.15995  -0.71272
H  -1.78697  1.56364  -1.71311
H  -0.20265  1.20560  -2.01218
H  -1.10115  -0.95280  -2.81143
O  4.86655  -1.39791  5.12065
H  5.06548  -1.70480  4.20819
H  4.01877  -1.07453  4.99777